<1>
Below is a 3-piece molecular cluster, C2H12N4O overall, with properties calculated with ωB97M-V/def2-TZVPD.

XYZ file:
```
19
C2H12N4O, DFT ωB97M-V/def2-TZVPD
C 1.3264 1.2542 1.3623
N 0.1544 0.9993 1.7516
O -3.2647 -0.8086 0.5027
H -3.3547 -1.6982 0.8648
H -0.5016 1.7748 1.6685
H -0.6536 -0.5533 0.8483
H 1.6993 2.2283 1.0412
H 2.0689 0.4760 1.4787
C -2.2137 -0.7902 -0.4400
N 1.3112 0.6251 -0.9355
N 2.4397 -0.0408 -1.5755
N -0.9198 -1.1562 0.0642
H 0.9881 1.3281 -1.5987
H 2.6642 -0.8445 -0.9925
H 3.2289 0.6020 -1.5060
H 0.5665 -0.0718 -0.8412
H -0.9142 -2.1182 0.3890
H -2.4543 -1.4494 -1.2890
H -2.1711 0.2437 -0.7928
```

Values from the calculation:
**Frontier orbital gap**: 9.07 eV

natural (NBO) atomic charge list, values in e, 4 entries: 0.0292, -0.7255, -0.7279, 0.4600

=====

<2>
Below is a 2-piece molecular cluster, C2H12N4O overall, with properties calculated with ωB97M-V/def2-TZVPD.

XYZ file:
```
19
C2H12N4O, DFT ωB97M-V/def2-TZVPD
C 0.8856 -0.8789 -0.7744
C -0.1356 2.1322 -1.1506
N -0.4674 1.1970 -0.1147
N -1.6725 0.4461 -0.3381
H -2.4486 1.1069 -0.3759
H -1.7977 -0.1436 0.4858
H -0.9892 2.7670 -1.3897
H 0.6720 2.7754 -0.8005
H 0.0430 -0.6175 -1.4130
H 1.8307 -0.3699 -0.9474
H 0.9770 -1.9445 -0.9649
H 0.1717 1.6418 -2.0832
N 0.9313 -1.1222 1.0335
N -0.2888 -1.8515 1.4019
O 1.0891 -0.0296 1.7389
H 0.0923 1.0814 0.7434
H 1.7353 -1.7639 1.1801
H -0.5255 -1.5774 2.3649
H -0.1027 -2.8488 1.4038
```

Values from the calculation:
**Frontier orbital gap**: 7.77 eV

natural (NBO) atomic charge list, values in e, 4 entries: -0.4061, -0.4089, -0.5465, -0.6901

=====

Last place for stability: <2>

=====

<1>
Below is a 2-piece molecular cluster, C7H10NS overall, with properties calculated with ωB97M-V/def2-TZVPD.

XYZ file:
```
19
C7H10NS, DFT ωB97M-V/def2-TZVPD
C 2.6679 -0.9944 -0.1541
C 1.6085 1.0778 0.5508
C 1.3346 -1.0112 -0.1289
C -2.4356 2.3505 0.1532
C -2.1432 1.0850 0.5537
C 0.5699 -2.2144 -0.5723
C -1.4510 0.1752 -0.2407
N 0.7454 0.1018 0.3334
S 3.2728 0.5468 0.3793
H 3.4402 -1.6601 -0.3759
H 1.4498 2.0846 1.0582
H -3.0945 2.8648 0.7744
H -2.0802 2.9563 -0.6056
H -2.4726 0.8102 1.5024
H 1.2776 -2.7155 -1.1957
H 0.1762 -2.8541 0.2314
H -0.3816 -1.9617 -1.0805
H -1.4887 -0.8346 0.0914
H -0.9955 0.1931 -1.2745
```

Values from the calculation:
**Net charge**: +1
**Frontier orbital gap**: 7.32 eV

natural (NBO) atomic charge list, values in e, 4 entries: -0.3917, -0.1225, 0.1167, -0.0689

=====

<2>
Below is a 2-piece molecular cluster, C7H10NS overall, with properties calculated with ωB97M-V/def2-TZVPD.

XYZ file:
```
19
C7H10NS, DFT ωB97M-V/def2-TZVPD
C -2.9644 -1.2186 -0.3749
C -1.9098 -1.3254 0.4974
C -3.1705 0.1030 -0.7385
C -1.1694 -0.0852 0.6676
C 2.2329 0.9348 -1.0880
C 3.0294 0.7517 0.2120
C -0.0377 0.0427 1.4304
N 1.7889 -0.0333 -0.1063
S -2.0613 1.2093 -0.1581
H -3.6325 -1.8868 -0.8559
H -1.5220 -2.2041 0.9174
H -3.8135 0.3130 -1.5943
H 1.7024 1.8903 -1.2495
H 2.5230 0.4460 -2.0776
H 3.9447 0.3292 0.1245
H 2.8288 1.4851 0.9068
H -0.0388 1.0526 1.8693
H 0.4472 -0.7502 1.9412
H 1.8227 -1.0539 -0.3237
```

Values from the calculation:
**Net charge**: +1
**Frontier orbital gap**: 7.51 eV

natural (NBO) atomic charge list, values in e, 4 entries: -0.2694, -0.0696, -0.3027, -0.3338

=====

Last place for stability: <2>

=====

<1>
Below is C32H25CaCl3N7O5S as an isolated structure, with properties calculated with ωB97M-V/def2-TZVPD.

XYZ file:
```
74
C32H25CaCl3N7O5S, DFT ωB97M-V/def2-TZVPD
Ca -0.1509 -0.1126 -0.7888
O 3.8004 -2.2112 -0.4152
C 2.8582 -1.4172 -0.5816
N 1.6678 -1.4447 0.0024
C 1.5588 -2.5150 0.9828
C 0.2701 -2.3875 1.7543
C -0.8278 -3.1949 1.4635
C -1.9950 -3.0494 2.1944
C -2.0305 -2.0997 3.2033
C -0.8960 -1.3331 3.4173
N 0.2293 -1.4614 2.7201
C 3.0800 -0.2572 -1.5395
C 4.3260 -0.1059 -2.1320
C 4.5253 0.9431 -3.0142
C 3.4744 1.8048 -3.2822
C 2.2627 1.5838 -2.6487
N 2.0681 0.5800 -1.7892
H 2.3938 -2.4723 1.6894
H 1.6096 -3.5020 0.5062
H -0.7615 -3.9157 0.6585
H -2.8658 -3.6545 1.9715
H -2.9205 -1.9425 3.7990
H -0.8910 -0.5702 4.1918
H 5.0938 -0.8248 -1.8856
H 5.4835 1.0792 -3.5006
H 3.5682 2.6135 -3.9926
H 1.4057 2.2176 -2.8484
O -5.3924 -2.3841 0.5598
C -4.9718 -3.1867 -0.4277
C -5.7742 -4.2809 -0.7624
C -5.3964 -5.1456 -1.7698
C -4.2081 -4.9443 -2.4683
C -3.4093 -3.8675 -2.1347
C -3.7654 -2.9762 -1.1217
C -2.8312 -1.8561 -0.8039
O -1.7159 -1.8015 -1.3811
N -3.2703 -0.9996 0.1255
N -2.3174 -0.0910 0.4413
C -2.5902 0.8093 1.2960
C -1.5443 1.7753 1.6498
C -1.7995 2.7936 2.5607
C -0.7894 3.6910 2.8644
C 0.4455 3.5446 2.2557
C 0.6140 2.4966 1.3620
N -0.3485 1.6345 1.0625
H -4.7082 -1.6594 0.6267
H -6.6954 -4.4228 -0.2117
H -6.0346 -5.9860 -2.0162
H -3.9139 -5.6204 -3.2600
H -2.4784 -3.6822 -2.6551
H -3.5707 0.8833 1.7652
H -2.7799 2.8766 3.0111
H -0.9656 4.4959 3.5667
H 1.2627 4.2210 2.4615
H 1.5639 2.3388 0.8617
Cl -2.6080 3.9387 -0.9573
C -2.7877 2.9715 -2.4548
Cl -3.5305 3.9737 -3.7008
Cl -3.8238 1.5726 -2.1256
C -1.3399 2.4757 -2.8573
O -0.8044 2.9860 -3.8325
O -0.9296 1.5696 -2.0938
S 2.0976 1.1501 -6.6552
C 1.5305 0.0728 -5.5107
N 0.3041 0.2515 -4.9361
C -0.2809 -0.6167 -4.0755
C 0.3781 -1.7325 -3.6648
C 1.6887 -1.9379 -4.1546
C 2.2434 -1.0741 -5.0463
H -0.1604 1.1288 -5.1515
H -1.2696 -0.3528 -3.7314
H -0.0948 -2.4129 -2.9742
H 2.2614 -2.7862 -3.7993
H 3.2457 -1.2156 -5.4271
```

Values from the calculation:
**Net charge**: -1
**Frontier orbital gap**: 7.16 eV

Löwdin atomic charge list, values in e, 4 entries: 1.3549, -0.0240, -0.5528, -0.0789

=====

<2>
Below is C32H25CaCl3N7O5S as an isolated structure, with properties calculated with ωB97M-V/def2-TZVPD.

XYZ file:
```
74
C32H25CaCl3N7O5S, DFT ωB97M-V/def2-TZVPD
Ca -0.6303 -0.7459 -0.4540
O -1.5276 -4.9511 -0.9424
C -1.2170 -3.8393 -0.5048
N -0.9943 -2.7248 -1.1680
C -1.2479 -2.7886 -2.5885
C -1.2705 -1.4236 -3.2167
C -0.9946 -1.2506 -4.5721
C -1.0168 0.0252 -5.1069
C -1.3429 1.0933 -4.2847
C -1.6181 0.8314 -2.9519
N -1.5711 -0.3903 -2.4376
C -1.2117 -3.5548 0.9876
C -2.4427 -3.5073 1.5771
C -2.6343 -2.9593 2.8531
C -1.5230 -2.4653 3.5014
C -0.2827 -2.5318 2.9026
N -0.0970 -3.1430 1.6801
H -2.2270 -3.2739 -2.7542
H -0.4947 -3.4105 -3.0991
H -0.7313 -2.1030 -5.1806
H -0.7672 0.1935 -6.1451
H -1.3646 2.1053 -4.6597
H -1.8581 1.6340 -2.2639
H -3.2804 -3.8812 1.0099
H -3.6211 -2.8806 3.2771
H -1.5988 -2.0044 4.4758
H 0.6174 -2.2921 3.4483
O -0.4243 3.0523 2.6088
C -1.6553 3.1405 2.2435
C -2.3590 4.3650 2.3598
C -3.6673 4.4826 1.9740
C -4.3524 3.3995 1.4232
C -3.6906 2.2065 1.2580
C -2.3620 2.0442 1.6616
C -1.7087 0.7738 1.3908
O -2.2187 -0.1201 0.6762
N -0.4932 0.5793 1.9544
N 0.1379 -0.5791 1.6591
C 1.4325 -0.7302 1.8277
C 1.9918 -1.9708 1.5011
C 3.3765 -2.2049 1.3962
C 3.8729 -3.3041 0.7611
C 2.9592 -4.2336 0.1899
C 1.6316 -4.0769 0.3597
N 1.1113 -3.0116 1.0806
H -0.0535 1.4453 2.3565
H -1.8203 5.2161 2.7574
H -4.1770 5.4321 2.0810
H -5.3849 3.5082 1.1201
H -4.1780 1.3569 0.7969
H 2.0711 0.0608 2.2243
H 4.0329 -1.4374 1.7775
H 4.9319 -3.4538 0.6434
H 3.3263 -5.0620 -0.3943
H 0.9066 -4.7729 -0.0309
Cl 1.8598 0.6195 -3.5071
C 2.4807 -0.2397 -2.1077
Cl 4.2249 -0.3683 -2.1967
Cl 1.7794 -1.8431 -2.0466
C 2.0006 0.5225 -0.8133
O 2.8669 0.8595 -0.0342
O 0.7719 0.6557 -0.7802
S -0.4050 3.8413 -1.4340
C 1.1023 3.7545 -0.7404
N 1.2344 3.6160 0.6087
C 2.4161 3.5118 1.2298
C 3.5907 3.5958 0.5457
C 3.5200 3.7505 -0.8543
C 2.3138 3.8351 -1.4798
H 0.3974 3.4793 1.2146
H 2.3509 3.3514 2.2963
H 4.5389 3.4861 1.0437
H 4.4315 3.7728 -1.4326
H 2.2359 3.9324 -2.5525
```

Values from the calculation:
**Net charge**: -1
**Frontier orbital gap**: 5.81 eV

Löwdin atomic charge list, values in e, 4 entries: 1.3397, 0.0110, -0.5854, -0.1454

=====

Last place for stability: <2>

=====

<1>
Below is a 2-piece molecular cluster, C3H2O3 overall, with properties calculated with ωB97M-V/def2-TZVPD.

XYZ file:
```
8
C3H2O3, DFT ωB97M-V/def2-TZVPD
C 1.0304 1.0747 -0.2462
C 1.3998 -0.0269 -0.0202
C -2.5761 -0.1076 0.1046
O -2.1738 -1.1282 0.4357
O -2.9363 0.9244 -0.2493
O 1.6925 -1.3254 -0.0249
H 0.9604 2.1599 -0.2745
H 2.6031 -1.5709 0.2748
```

Values from the calculation:
**Frontier orbital gap**: 10.26 eV

natural (NBO) atomic charge list, values in e, 4 entries: -0.3913, 0.3045, 1.0250, -0.5089

=====

<2>
Below is one molecule with the formula C3H2O3, with properties calculated with ωB97M-V/def2-TZVPD.

XYZ file:
```
8
C3H2O3, DFT ωB97M-V/def2-TZVPD
O -1.6710 -0.4352 0.9512
C -0.9832 0.5229 0.7108
C 0.0719 0.4306 -0.3870
O 0.2285 1.3169 -1.1896
C 0.9291 -0.8290 -0.4325
O 1.3723 -1.2922 0.5877
H -1.1169 1.5056 1.1964
H 1.1693 -1.2195 -1.4372
```

Values from the calculation:
**Frontier orbital gap**: 9.01 eV

natural (NBO) atomic charge list, values in e, 4 entries: -0.4540, 0.3460, 0.3846, -0.4495

=====

Last place for stability: <1>

=====

<1>
Below is a 2-piece molecular cluster, CHFI2S overall, with properties calculated with ωB97M-V/def2-TZVPD.

XYZ file:
```
6
CHFI2S, DFT ωB97M-V/def2-TZVPD
C -0.3456 -0.4300 -1.2248
F -0.7411 -1.5550 -0.6049
S -0.0558 -0.4473 -2.9766
I -2.0096 1.0912 -0.7480
I 2.8012 -2.0881 -1.8506
H 0.5263 -0.1494 -0.7982
```

Values from the calculation:
**Frontier orbital gap (spin up / spin down)**: 5.38 / 5.34 eV

natural (NBO) atomic charge list, values in e, 4 entries: -0.0360, -0.3413, 0.2187, 0.0775

=====

<2>
Below is a 2-piece molecular cluster, CHFI2S overall, with properties calculated with ωB97M-V/def2-TZVPD.

XYZ file:
```
6
CHFI2S, DFT ωB97M-V/def2-TZVPD
C 0.2048 0.5195 -1.7976
F -0.9679 -0.0509 -2.1105
S 1.1023 -0.0759 -0.6258
I 0.0821 0.3497 3.1559
I -0.9986 -2.0395 3.7529
H 0.5773 1.2971 -2.3749
```

Values from the calculation:
**Frontier orbital gap**: 7.57 eV

natural (NBO) atomic charge list, values in e, 4 entries: 0.0989, -0.3137, 0.0359, 0.0008

=====

Last place for stability: <1>

=====

<1>
Below is a 2-piece molecular cluster, C11H18O overall, with properties calculated with ωB97M-V/def2-TZVPD.

XYZ file:
```
30
C11H18O, DFT ωB97M-V/def2-TZVPD
C -0.6095 0.7353 0.3688
C -2.0937 1.0865 0.2517
C -0.5109 -0.6097 1.1171
C -0.5221 -0.6484 2.4997
C -0.5029 -1.7647 0.3491
C -0.7095 -1.8225 3.1465
C -0.6247 -3.0095 0.9773
C -0.7256 -2.9831 2.4116
O -1.1105 -4.2073 2.9243
H -0.2287 0.4173 -0.6714
H -0.1026 1.5749 0.7900
H -2.5482 1.2705 1.2747
H -0.3728 0.2451 3.1256
H -0.6238 -1.5190 -0.6908
H -0.6863 -1.9680 4.2778
H -0.9261 -3.9075 0.3550
H -1.1484 -4.2651 3.9344
H -2.7956 0.4472 -0.2495
H -2.2046 2.1056 -0.2536
C 1.5985 1.4959 -1.8825
C 2.9186 2.2601 -2.0071
C 0.6470 1.3573 -3.1976
H 1.8146 0.3880 -1.6348
H 1.1376 2.1137 -1.0332
H 3.4172 2.1765 -0.9573
H 1.1232 0.6916 -3.9355
H -0.1282 0.8177 -2.8033
H 0.2926 2.3980 -3.5183
H 3.4679 1.8449 -2.8599
H 2.7573 3.2785 -2.1085
```

Values from the calculation:
**Frontier orbital gap**: 9.07 eV

natural (NBO) atomic charge list, values in e, 4 entries: -0.4160, -0.6091, -0.0322, -0.2068

=====

<2>
Below is a 2-piece molecular cluster, C11H18O overall, with properties calculated with ωB97M-V/def2-TZVPD.

XYZ file:
```
30
C11H18O, DFT ωB97M-V/def2-TZVPD
C -1.8297 1.7810 -0.4196
C -1.7641 2.7966 -1.5641
C -0.8170 0.6792 -0.9354
C -1.3943 2.3916 0.8842
H -2.8242 1.2928 -0.3729
H -2.6307 3.4780 -1.6030
H 0.2377 0.8820 -0.6944
H -1.1299 -0.3360 -0.5862
H -0.8197 0.5080 -1.9980
H -0.7474 1.7482 1.4771
H -0.9938 3.3812 0.6896
H -1.7450 2.3373 -2.5588
H -0.7622 3.3068 -1.5458
H -2.1857 2.6823 1.5799
C -0.7256 -2.6589 1.5138
C 0.2845 -1.9883 0.6639
C 0.8569 -2.5469 -0.4702
C 0.8129 -0.7372 1.0623
C 2.1836 -2.2699 -0.8575
C 2.0317 -0.2596 0.5608
C 2.6919 -1.1508 -0.2526
O 4.0861 -0.9268 -0.4042
H -1.6926 -2.1683 1.4326
H -0.3744 -2.4157 2.5386
H 0.3825 -3.3828 -0.9666
H 0.3934 -0.3097 1.9313
H 2.8006 -2.9782 -1.3854
H 2.4327 0.6729 0.9194
H 4.3395 -0.1772 0.1449
H -1.0974 -3.6315 1.2165
```

Values from the calculation:
**Frontier orbital gap**: 9.07 eV

natural (NBO) atomic charge list, values in e, 4 entries: -0.2370, -0.6034, -0.6080, -0.6190

=====

Last place for stability: <1>